The following is a DFT calculation (wB97M-V/def2-TZVPD) of a single C4H5FO2 molecule.

Total charge   0
Gap between HOMO and LUMO   0.38572 hartree
Structure (SMILES)   FC1[C@@H]2OCO[C@@H]12
Multiplicity   1

Last column: Löwdin charge in e.
Atoms and positions in Å:
1 C -1.415 -0.072 0.439  -0.15
2 C -0.077 0.684 0.482  -0.20
3 C 1.899 0.006 -0.199  -0.13
4 C -0.168 -0.663 -0.119  -0.22
5 H -1.796 -0.233 1.433  0.15
6 H 0.151 0.588 1.529  0.15
7 H 2.706 0.107 0.543  0.13
8 H 2.325 -0.083 -1.227  0.14
9 H -0.313 -0.520 -1.176  0.16
10 O 1.029 1.188 -0.218  -0.04
11 O 1.127 -1.183 0.143  -0.04
12 F -2.417 0.041 -0.458  0.06

---

The following is a DFT calculation (wB97M-V/def2-TZVPD) of 2 unconnected molecules or ions with the total composition C4H5FO2.

Total charge   0
Gap between HOMO and LUMO (spin up / spin down)   0.28698 / 0.34826 hartree
Multiplicity   1

Last column: Löwdin charge in e.
Atoms and positions in Å:
1 C 2.263 -0.733 -0.039  -0.50
2 C 1.584 0.503 0.055  -0.15
3 C -1.869 -0.177 0.501  -0.17
4 C -1.068 0.273 -0.604  -0.03
5 O 2.659 -1.704 0.496  0.18
6 O 2.333 0.031 -1.069  0.21
7 F 1.931 1.662 0.572  0.12
8 H -2.896 0.032 0.352  0.07
9 H -1.535 0.345 1.381  0.08
10 H -1.728 -1.220 0.484  0.06
11 H -1.049 1.371 -0.774  0.07
12 H -0.625 -0.382 -1.356  0.06

---

The following is a DFT calculation (wB97M-V/def2-TZVPD) of a single C4H5FO2S molecule.

Total charge   0
Gap between HOMO and LUMO   0.35418 hartree
Structure (SMILES)   CS/C(=C/F)C(=O)O
Multiplicity   1

Last column: Löwdin charge in e.
Atoms and positions in Å:
1 C -0.727 -1.375 -1.441  -0.35
2 C 0.557 0.327 -0.019  -0.50
3 C 0.559 1.670 -0.127  -0.07
4 C 0.338 -0.355 1.337  -0.58
5 H -1.564 -0.564 -1.400  0.07
6 H -1.053 -1.890 -0.494  0.04
7 H -0.786 -2.085 -2.285  0.03
8 H 0.858 2.227 -1.086  0.15
9 H -0.016 1.442 2.177  0.16
10 O 0.110 0.392 2.399  0.10
11 O 0.321 -1.539 1.317  0.09
12 F 0.371 2.387 1.065  -0.03
13 S 1.034 -0.636 -1.445  0.88

---

The following is a DFT calculation (wB97M-V/def2-TZVPD) of a single C4H5FOS molecule.

Total charge   0
Gap between HOMO and LUMO   0.32947 hartree
Structure (SMILES)   C=COC(=S)CF
Multiplicity   1

Last column: Löwdin charge in e.
Atoms and positions in Å:
1 C -0.085 -1.298 -0.346  -0.22
2 C -0.378 0.187 -0.111  -0.81
3 C 1.565 0.015 1.163  -0.22
4 C 2.672 0.689 1.423  0.03
5 H 1.005 -1.507 -0.407  0.10
6 H -0.449 -1.979 0.489  0.15
7 H 1.433 -1.226 1.193  0.17
8 H 2.794 1.878 1.306  0.13
9 H 3.527 0.140 1.758  0.04
10 O 0.414 0.795 0.823  -0.10
11 F -0.795 -1.789 -1.470  -0.08
12 S -1.695 0.930 -0.654  0.80

---

The following is a DFT calculation (wB97M-V/def2-TZVPD) of a single C4H5FOS molecule.

Total charge   0
Gap between HOMO and LUMO   0.33147 hartree
Structure (SMILES)   CS/C(C=O)=C/F
Multiplicity   1

Last column: Löwdin charge in e.
Atoms and positions in Å:
1 C -1.798 -0.916 -0.300  -0.38
2 C 0.464 0.575 0.270  -0.54
3 C 1.159 0.861 1.341  -0.16
4 C 1.163 0.219 -0.948  -0.27
5 H -2.893 -0.973 -0.084  0.04
6 H -1.303 -1.811 0.128  0.05
7 H -1.661 -0.939 -1.408  0.04
8 H 0.724 1.276 2.201  0.11
9 H 2.257 0.066 -0.809  0.13
10 O 0.692 0.128 -2.069  0.04
11 F 2.481 0.785 1.317  0.05
12 S -1.284 0.730 0.361  0.88

---

The following is a DFT calculation (wB97M-V/def2-TZVPD) of a single C4H5FOS molecule.

Total charge   0
Gap between HOMO and LUMO   0.37129 hartree
Structure (SMILES)   CC(=O)S/C=C\F
Multiplicity   1

Last column: Löwdin charge in e.
Atoms and positions in Å:
1 C 1.388 -1.013 0.578  -0.03
2 C 0.932 0.403 0.944  -0.76
3 C -1.534 -0.254 -0.292  -0.41
4 C -1.184 -1.049 -1.342  -0.20
5 H 2.347 -1.039 0.994  0.06
6 H 0.724 -1.765 1.005  0.09
7 H 1.453 -1.123 -0.514  0.08
8 H -2.444 -0.519 0.235  0.06
9 H -1.774 -1.917 -1.600  0.11
10 O 1.584 1.104 1.632  0.02
11 F -0.076 -0.945 -2.111  0.00
12 S -0.620 1.095 0.405  0.98

---

The following is a DFT calculation (wB97M-V/def2-TZVPD) of a single C4H5FOS2 molecule.

Total charge   0
Gap between HOMO and LUMO   0.27560 hartree
Structure (SMILES)   C[C@@H](F)C(=S)C(=O)S
Multiplicity   1

Last column: Löwdin charge in e.
Atoms and positions in Å:
1 C -0.219 1.935 -1.739  -0.02
2 C -0.043 0.495 -1.523  -0.39
3 C 0.203 -0.209 -0.174  -0.68
4 C -0.964 -0.155 0.718  -0.81
5 H 0.684 2.248 -1.320  0.07
6 H -0.135 2.137 -2.813  0.10
7 H -1.130 2.194 -1.112  0.12
8 H -0.929 -0.223 -1.860  0.19
9 H 0.448 -0.717 2.577  -0.16
10 O -2.095 0.187 0.339  -0.02
11 F 1.199 0.159 -2.217  -0.18
12 S 1.629 -0.951 -0.060  0.89
13 S -0.806 -0.360 2.439  0.89

---

The following is a DFT calculation (wB97M-V/def2-TZVPD) of a single C4H5FS2 molecule.

Total charge   0
Gap between HOMO and LUMO   0.31550 hartree
Structure (SMILES)   C=CSC(=S)CF
Multiplicity   1

Last column: Löwdin charge in e.
Atoms and positions in Å:
1 C -2.091 -0.264 0.070  -0.32
2 C -0.693 0.323 0.004  -1.09
3 C 2.014 0.030 -0.260  -0.50
4 C 3.146 -0.409 0.276  -0.05
5 H -2.592 0.107 0.969  0.12
6 H -2.661 0.092 -0.800  0.12
7 H 1.942 0.930 -0.839  0.04
8 H 3.179 -1.289 0.871  0.05
9 H 4.055 0.127 0.118  0.05
10 F -2.082 -1.631 0.050  -0.08
11 S -0.491 1.944 0.049  0.68
12 S 0.526 -0.905 -0.131  0.97

---

The following is a DFT calculation (wB97M-V/def2-TZVPD) of 2 unconnected molecules or ions with the total composition C4H5IN.

Total charge   +1
Gap between HOMO and LUMO   0.23987 hartree
Multiplicity   1

Last column: Löwdin charge in e.
Atoms and positions in Å:
1 C -1.055 0.431 -0.002  0.02
2 C -2.153 -0.201 0.369  -0.57
3 C 2.242 -1.404 -0.438  0.29
4 C 1.275 0.768 0.137  0.01
5 N 1.726 -0.391 -0.283  0.01
6 I -4.244 0.057 -0.324  0.81
7 H -1.002 1.176 -0.788  0.05
8 H -2.160 -0.748 1.217  -0.02
9 H 3.022 -2.220 -0.598  0.18
10 H 1.339 1.698 -0.468  0.13
11 H 1.011 0.834 1.177  0.10

---

The following is a DFT calculation (wB97M-V/def2-TZVPD) of a single C4H5IN2O molecule.

Total charge   0
Gap between HOMO and LUMO (spin up / spin down)   0.27984 / 0.27979 hartree
Multiplicity   1

Last column: Löwdin charge in e.
Atoms and positions in Å:
1 C -1.205 0.809 0.066  -0.14
2 C 1.020 1.621 -0.178  -0.43
3 C -1.009 -0.440 0.627  -0.12
4 C 0.035 -1.032 -0.555  -0.30
5 N -0.210 1.555 -0.155  0.14
6 N 1.327 -0.309 -0.669  -0.53
7 O 1.990 2.287 -0.208  0.13
8 I 2.687 -0.963 0.718  0.76
9 H -2.190 1.160 -0.345  0.15
10 H -0.414 -0.451 1.457  0.06
11 H -1.822 -1.169 0.813  0.13
12 H 0.237 -1.948 -0.053  0.04
13 H -0.445 -1.120 -1.516  0.10

---

The following is a DFT calculation (wB97M-V/def2-TZVPD) of 2 unconnected molecules or ions with the total composition C4H5IO.

Total charge   0
Gap between HOMO and LUMO   0.35499 hartree
Multiplicity   1

Last column: Löwdin charge in e.
Atoms and positions in Å:
1 C 2.419 2.040 -0.147  -0.11
2 C -1.485 -0.504 0.241  -0.22
3 C -0.538 -0.213 -0.848  -0.21
4 C -0.061 -0.935 0.345  -0.72
5 O 3.238 2.789 0.096  0.02
6 I 1.348 -0.246 1.840  0.77
7 H 0.240 -1.931 0.152  0.04
8 H -1.814 0.377 0.761  0.09
9 H -2.308 -1.328 0.295  0.14
10 H -0.655 -0.885 -1.705  0.11
11 H -0.385 0.837 -1.032  0.09

---

The following is a DFT calculation (wB97M-V/def2-TZVPD) of a molecular structure, C4H5InO2.

Total charge   +3
Gap between HOMO and LUMO (spin up / spin down)   0.20747 / 0.19316 hartree
Multiplicity   2

Last column: Löwdin spin population.
Atoms and positions in Å:
1 O 2.802 1.219 -0.216  0.24
2 C 1.598 1.415 -0.177  0.06
3 In 4.392 1.735 -0.783  0.74
4 H 0.578 1.665 -1.120  0.00
5 O -2.045 -1.887 0.112  -0.01
6 C -1.509 -0.679 0.603  0.00
7 C -0.144 -0.498 0.008  0.00
8 C 0.447 0.710 -0.082  -0.03
9 H -2.973 -1.756 -0.101  0.00
10 H -1.400 -0.716 1.703  0.00
11 H -2.150 0.183 0.362  0.00
12 H 0.402 -1.392 -0.309  0.00

---

Taking the records one at a time from the top gives relative energy (zero: lowest compared OMol25 entry of this formula, charge and spin) values of 122.7; 131.1; 38.3; 51.6; 17.5; 9.5; 27.8; 4.4; 94.8; 71.9; 24.5; 133.9 kcal/mol.